The following is a quantum chemistry calculation of the ion C15H33NO5P with charge +1, from the Open Molecules 2025 dataset.

ORCA input file:
```
! wB97M-V def2-TZVPD RIJCOSX def2/J DEFGRID3
* xyz 1 1
C -0.052 -5.101 0.422
C -1.536 -4.777 0.393
O -1.767 -3.509 -0.272
P -2.107 -2.241 0.614
O -1.201 -1.963 1.744
C -2.153 -0.933 -0.636
C -0.933 -0.004 -0.513
C -0.451 0.557 -1.852
C 0.268 1.906 -1.771
C 0.847 2.315 -3.127
C 1.346 3.772 -3.128
C 1.699 4.239 -1.721
N 2.344 3.084 -1.005
C 1.365 1.924 -0.697
O 2.088 0.757 -0.713
C 3.159 0.614 0.238
C 2.786 0.815 1.710
C 1.714 -0.164 2.193
O 4.003 0.596 2.417
O -3.616 -2.495 1.050
C -4.106 -2.062 2.336
C -4.275 -0.559 2.396
H 0.423 -4.722 1.325
H 0.438 -4.648 -0.441
H 0.107 -6.178 0.368
H -1.946 -4.730 1.405
H -2.110 -5.515 -0.163
H -2.211 -1.386 -1.626
H -3.088 -0.391 -0.482
H -0.123 -0.550 -0.039
H -1.180 0.813 0.174
H 0.207 -0.162 -2.346
H -1.306 0.702 -2.518
H -0.480 2.654 -1.479
H 0.078 2.188 -3.888
H 1.655 1.626 -3.390
H 0.592 4.447 -3.531
H 2.230 3.866 -3.763
H 0.830 4.522 -1.128
H 2.401 5.070 -1.720
H 2.787 3.392 -0.140
H 3.085 2.705 -1.600
H 0.960 2.164 0.292
H 3.990 1.284 -0.025
H 3.522 -0.403 0.102
H 2.450 1.848 1.879
H 0.854 0.351 2.623
H 1.355 -0.828 1.411
H 2.148 -0.778 2.980
H 4.337 1.414 2.802
H -3.425 -2.414 3.111
H -5.062 -2.569 2.454
H -3.330 -0.054 2.178
H -5.033 -0.221 1.689
H -4.578 -0.267 3.403
*
```

Results
* SMILES: CCOP(=O)(CCC[C@@H]1CCC[NH2+][C@@H]1OC[C@@H](C)O)OCC
* E_tot: -1363.5055 Ha
* E_LUMO: -3.0 eV
* gap between HOMO and LUMO: 9.5 eV
* max |F|: 0.0043 hartree/bohr


The following is a quantum chemistry calculation of a cluster of 2 separate species, C2H5BrO2P in total in a non-equilibrium geometry, from the Open Molecules 2025 dataset.

ORCA input file:
```
! wB97M-V def2-TZVPD RIJCOSX def2/J DEFGRID3
* xyz -1 1
C 1.742 -0.207 0.633
C 1.536 -1.519 0.879
O -2.302 0.642 0.102
O -1.460 -0.261 -2.082
P -1.172 0.840 -1.149
Br -2.246 2.813 -2.043
H -2.610 1.466 0.356
H 1.027 0.226 0.010
H 2.563 0.213 1.204
H 0.716 -2.126 0.533
H 2.205 -2.087 1.557
*
```

Results
* E_tot: -3145.1555 Ha
* E_LUMO: 3.8 eV
* energy above the lowest of the compared OMol25 structures with the same formula, charge and spin: 203.23 kJ/mol
* gap between HOMO and LUMO: 7.7 eV
* max |F|: 0.0748 hartree/bohr


The following is a quantum chemistry calculation of a cluster of 2 separate species, C2H8NO in total, from the Open Molecules 2025 dataset.

ORCA input file:
```
! wB97M-V def2-TZVPD RIJCOSX def2/J DEFGRID3
* xyz -1 1
O -2.346 1.517 0.965
H -2.263 2.400 0.582
C 0.826 -0.644 -1.257
C 0.037 -0.122 -0.060
N 0.540 -0.714 1.195
H 1.874 -0.755 -0.983
H 0.798 0.059 -2.092
H 0.435 -1.612 -1.586
H -1.022 -0.366 -0.162
H 0.024 0.963 0.002
H -0.205 -0.592 1.872
H 1.302 -0.134 1.525
*
```

Results
* E_tot: -210.9624 Ha
* E_LUMO: 4.3 eV
* energy above the lowest of the compared OMol25 structures with the same formula, charge and spin: 57.47 kJ/mol
* gap between HOMO and LUMO: 6.5 eV
* max |F|: 0.0061 hartree/bohr


The following is a quantum chemistry calculation of a structure of composition H2InO in a non-equilibrium geometry, from the Open Molecules 2025 dataset.

ORCA input file:
```
! wB97M-V def2-TZVPD RIJCOSX def2/J DEFGRID3
* xyz 3 1
In 1.908 -1.120 -0.459
O -0.488 -0.009 0.066
H -0.622 0.420 0.984
H -0.798 0.709 -0.590
*
```

Results
* E_tot: -264.8114 Ha
* E_LUMO: -24.9 eV
* energy above the lowest of the compared OMol25 structures with the same formula, charge and spin: 74.31 kJ/mol
* gap between HOMO and LUMO: 6.4 eV
* max |F|: 0.0257 hartree/bohr


The following is a quantum chemistry calculation of a cluster of 9 separate species, C12H42O9 in total in a non-equilibrium geometry, from the Open Molecules 2025 dataset.

ORCA input file:
```
! wB97M-V def2-TZVPD RIJCOSX def2/J DEFGRID3
* xyz 1 2
C -12.391 8.262 -25.286
C -12.812 9.664 -25.516
O -11.996 10.586 -24.801
H -11.370 8.163 -25.654
H -12.946 7.599 -25.950
H -12.462 7.883 -24.266
H -13.884 9.799 -25.373
H -12.624 9.955 -26.550
H -12.319 11.422 -25.145
C -8.466 6.837 -27.097
C -8.684 7.883 -28.144
O -10.034 8.377 -28.029
H -7.432 6.504 -27.193
H -9.142 5.995 -27.243
H -8.606 7.308 -26.124
H -8.511 7.341 -29.074
H -7.947 8.686 -28.152
H -9.976 9.197 -28.525
C -11.425 0.677 -27.699
C -12.523 1.685 -27.440
O -13.580 1.359 -28.303
H -10.605 0.816 -26.995
H -11.038 0.606 -28.715
H -11.701 -0.360 -27.507
H -12.350 2.746 -27.623
H -12.805 1.741 -26.389
H -14.365 1.696 -27.865
O -11.347 4.731 -25.812
H -11.937 5.043 -25.125
H -10.744 4.140 -25.360
O -13.385 4.795 -24.115
H -13.163 4.921 -23.193
H -14.177 4.257 -24.100
O -14.241 4.701 -27.154
H -14.859 3.970 -27.128
H -13.952 4.803 -26.247
O -11.818 6.162 -27.935
H -11.508 5.692 -27.161
H -11.192 6.878 -28.049
C -7.692 1.581 -24.572
C -8.459 2.852 -24.261
C -7.948 4.028 -25.024
O -9.727 2.649 -24.747
H -7.558 1.555 -25.653
H -8.274 0.698 -24.305
H -6.734 1.573 -24.052
H -8.377 3.052 -23.193
H -6.894 4.144 -24.773
H -8.510 4.883 -24.649
H -8.150 3.983 -26.094
H -10.139 1.869 -24.368
C -10.835 5.504 -21.682
C -12.118 5.319 -20.853
C -12.082 6.047 -19.438
O -13.190 5.844 -21.563
H -10.847 4.879 -22.575
H -9.933 5.189 -21.156
H -10.725 6.559 -21.935
H -12.319 4.259 -20.693
H -13.049 5.869 -18.967
H -12.019 7.128 -19.569
H -11.374 5.714 -18.679
H -13.885 6.043 -20.932
*
```

Results
* E_tot: -1159.1364 Ha
* E_LUMO (spin up / spin down): -2.4 / -9.3 eV
* energy above the lowest of the compared OMol25 structures with the same formula, charge and spin: 8.34 kJ/mol
* gap between HOMO and LUMO (spin up / spin down): 9.8 / 2.9 eV
* max |F|: 0.0562 hartree/bohr


The following is a quantum chemistry calculation of a cluster of 2 separate species, C22H24FN5O in total in a non-equilibrium geometry, from the Open Molecules 2025 dataset.

ORCA input file:
```
! wB97M-V def2-TZVPD RIJCOSX def2/J DEFGRID3
* xyz 0 1
C 0.239 -4.032 -1.020
H 1.161 -4.753 -1.176
H 0.490 -3.176 -1.890
H -0.683 -4.591 -1.348
C 0.159 -3.594 0.144
C -0.292 -4.593 1.359
H 0.395 -5.445 1.441
H -1.241 -4.894 0.959
H -0.309 -4.082 2.225
C 1.538 -2.871 0.669
H 1.353 -2.160 1.684
H 2.134 -3.527 0.652
C 2.016 -1.944 -0.422
C 0.866 -0.815 -0.693
C -0.476 -1.112 -0.485
N -1.238 -0.047 -0.694
N -0.316 0.665 -1.431
C 0.813 0.254 -1.364
H 1.779 0.900 -1.992
C -2.519 0.443 -0.505
C -3.473 -0.363 -0.010
C -4.820 0.246 0.395
C -5.095 1.496 -0.204
C -4.206 2.176 -0.777
C -2.865 1.815 -1.374
H -2.037 2.246 -1.669
H -4.398 2.910 -1.352
H -6.057 1.900 -0.138
F -5.674 -0.632 1.038
H -3.174 -1.358 0.585
C -0.938 -2.205 0.291
H -1.221 -2.109 1.260
H -1.817 -2.666 -0.121
N 2.969 -1.051 0.320
C 3.885 -0.304 -0.366
O 4.264 -0.293 -1.478
C 4.581 0.909 0.246
H 4.495 0.730 1.754
H 5.581 1.031 0.134
C 3.728 2.348 0.175
C 2.490 2.220 0.683
N 1.818 1.512 1.670
C 0.585 1.489 1.823
C -0.205 2.357 1.290
N 0.186 3.437 0.303
C 1.709 3.210 -0.006
H 1.979 3.883 -0.685
H -1.064 2.433 1.584
H 0.369 0.903 2.421
H 3.752 2.449 -0.951
H 4.410 3.096 0.504
H 2.693 -0.414 1.133
H 2.674 -2.149 -1.278
*
```

Results
* E_tot: -1300.8529 Ha
* E_LUMO: -0.3 eV
* energy above the lowest of the compared OMol25 structures with the same formula, charge and spin: 2122.86 kJ/mol
* gap between HOMO and LUMO: 8.1 eV
* max |F|: 0.3700 hartree/bohr


The following is a quantum chemistry calculation of an isolated molecule of C15H15BrO4 in a non-equilibrium geometry, from the Open Molecules 2025 dataset.

ORCA input file:
```
! wB97M-V def2-TZVPD RIJCOSX def2/J DEFGRID3
* xyz 0 1
O -2.172 -1.262 0.565
Br -2.866 2.361 -4.302
O -2.210 0.859 -1.486
O 2.860 -0.877 2.148
O 0.136 2.233 0.870
C -1.418 -0.287 0.574
C -0.860 1.996 -0.133
C -1.518 0.824 -0.351
C -0.297 -0.881 -4.754
C -0.191 -1.429 -3.436
C -1.213 0.177 -4.948
C -0.814 -0.909 -2.397
C -1.800 0.812 -3.892
C -1.649 0.218 -2.599
C 0.945 -1.015 3.624
C 1.749 1.200 2.435
C -0.012 -1.240 2.501
C 2.137 -0.153 3.082
C 0.740 0.969 1.263
C -0.471 0.035 1.820
H 2.973 -0.438 1.284
H -1.081 2.930 -0.703
H 0.204 -1.217 -5.646
H 0.594 -2.201 -3.346
H -1.256 0.505 -5.953
H -0.593 -1.404 -1.420
H 0.321 -0.580 4.408
H 1.292 -2.043 4.060
H 1.282 1.908 3.202
H 2.746 1.620 2.120
H -0.875 -1.847 2.828
H 0.491 -1.891 1.705
H 2.734 0.102 3.891
H 1.153 0.347 0.389
H -1.060 0.576 2.597
*
```

Results
* SMILES: O=C1C(Oc2ccccc2Br)=CO[C@H]2C[C@H](O)CC[C@H]12
* E_tot: -3455.4656 Ha
* E_LUMO: 0.0 eV
* energy above the lowest of the compared OMol25 structures with the same formula, charge and spin: 151.06 kJ/mol
* gap between HOMO and LUMO: 8.9 eV
* max |F|: 0.1141 hartree/bohr


The following is a quantum chemistry calculation of an isolated molecule of C16H15N3O3 in a non-equilibrium geometry, from the Open Molecules 2025 dataset.

ORCA input file:
```
! wB97M-V def2-TZVPD RIJCOSX def2/J DEFGRID3
* xyz 0 1
O -5.138 -0.375 0.523
N -4.190 0.215 0.041
O -4.213 1.377 -0.298
C -2.980 -0.541 -0.136
C -3.082 -1.929 -0.129
C -1.965 -2.717 -0.300
C -0.732 -2.108 -0.480
C -0.615 -0.732 -0.480
C -1.732 0.091 -0.308
O -1.703 1.433 -0.278
C -0.471 2.123 -0.266
C 0.212 2.040 1.105
H 0.140 1.013 1.471
H -0.312 2.684 1.811
C 1.689 2.446 1.042
N 2.438 1.546 0.209
C 2.871 1.768 -1.066
N 3.390 0.730 -1.641
C 3.306 -0.279 -0.713
C 3.690 -1.613 -0.793
C 3.461 -2.411 0.307
C 2.876 -1.907 1.471
C 2.490 -0.586 1.574
C 2.704 0.221 0.467
H 2.046 -0.203 2.481
H 2.722 -2.568 2.310
H 3.745 -3.452 0.277
H 4.148 -1.995 -1.691
H 2.785 2.732 -1.530
H 2.112 2.435 2.052
H 1.787 3.454 0.632
H 0.189 1.749 -1.058
H -0.738 3.156 -0.499
H 0.363 -0.306 -0.627
H 0.157 -2.704 -0.620
H -2.050 -3.792 -0.297
H -4.061 -2.362 0.011
*
```

Results
* SMILES: O=[N+]([O-])c1ccccc1OCCCn1cnc2ccccc21
* E_tot: -1008.6058 Ha
* E_LUMO: -0.1 eV
* energy above the lowest of the compared OMol25 structures with the same formula, charge and spin: 372.78 kJ/mol
* gap between HOMO and LUMO: 8.8 eV
* max |F|: 0.0216 hartree/bohr


Which value of max |F| does entry 7 give? 0.1141 hartree/bohr


Which value of max |F| does entry 7 give? 0.1141 hartree/bohr


Which value of E_tot does entry 5 give? -1159.1364 Ha